w) An isolated molecule of C5H13N, computed with the ωB97M-V functional and the def2-TZVPD basis.

Structure (XYZ):
```
19
Properties=species:S:1:pos:R:3
C -1.057 0.213 1.803
C -1.044 -0.511 0.470
N -0.287 0.191 -0.542
C -0.946 0.353 -1.798
C 1.150 -0.336 -0.740
C 1.992 0.215 0.345
H -1.644 -0.316 2.506
H -0.032 0.355 2.154
H -1.457 1.341 1.809
H -2.128 -0.747 0.244
H -0.614 -1.567 0.584
H -1.927 -0.001 -1.718
H -0.483 -0.202 -2.692
H -1.083 1.303 -2.146
H 1.562 -0.304 -1.838
H 1.183 -1.363 -0.328
H 3.034 0.569 0.028
H 2.087 -0.438 1.139
H 1.695 1.245 0.721
```

Values from the calculation:
LUMO level = 1.23 eV
E_HOMO = -8.28 eV
Kohn-Sham gap = 0.349 Ha

x) An isolated molecule of C5H13N, computed with the ωB97M-V functional and the def2-TZVPD basis.

Structure (XYZ):
```
19
Properties=species:S:1:pos:R:3
C -2.362 0.323 -0.404
C -1.426 -0.536 0.502
C -0.045 -0.857 -0.075
C 1.239 -0.084 0.363
C 1.230 1.463 0.090
N 2.509 -0.699 -0.253
H -2.681 -0.395 -1.227
H -3.225 0.689 0.203
H -1.763 1.198 -0.747
H -1.274 0.017 1.462
H -2.056 -1.450 0.798
H -0.196 -0.941 -1.137
H 0.109 -1.942 0.254
H 1.422 -0.246 1.478
H 1.129 1.694 -0.940
H 2.295 1.738 0.569
H 0.427 2.051 0.547
H 2.289 -1.718 -0.244
H 2.382 -0.306 -1.240
```

Values from the calculation:
LUMO level = 1.07 eV
E_HOMO = -9.68 eV
Kohn-Sham gap = 0.395 Ha

Most stable to least stable: x), w)